1.
{"formula": "H14N5O22Zn3", "method": "the ωB97M-V functional and the def2-TZVPD basis", "spin_multiplicity": 2, "charge": 2, "e_lumo_ev": [-7.515, -11.379], "elements": ["Zn", "Zn", "Zn", "N", "O", "O", "O", "N", "O", "O", "O", "N", "O", "O", "O", "N", "O", "O", "O", "N", "O", "O", "O", "O", "H", "H", "O", "H", "H", "O", "H", "H", "O", "H", "H", "O", "H", "H", "O", "H", "H", "O", "H", "H"], "positions_angstrom": [[-14.93920, 4.51309, -13.40238], [-19.57342, 6.12721, -15.59121], [-19.66635, 1.25345, -14.05041], [-16.36958, 2.54889, -11.18554], [-16.70177, 1.35532, -11.01149], [-16.92884, 3.42535, -10.54560], [-15.52224, 2.83268, -12.07787], [-14.54069, 7.26491, -15.26527], [-14.62788, 6.11855, -14.79303], [-15.29046, 7.55620, -16.15329], [-13.73244, 7.99145, -14.77391], [-17.90548, 3.76179, -14.27669], [-16.74626, 4.10096, -14.27053], [-18.75325, 4.45135, -14.74448], [-18.22650, 2.69282, -13.81325], [-20.14540, 1.88813, -17.15831], [-19.96984, 1.88920, -15.98512], [-19.52921, 2.58626, -17.95102], [-20.98214, 1.08343, -17.58282], [-22.09086, 4.47296, -16.21142], [-22.04327, 4.53961, -17.42044], [-22.89621, 3.71975, -15.64318], [-21.45998, 5.22668, -15.48869], [-15.87306, 5.77170, -12.11375], [-16.03334, 5.82322, -11.17147], [-16.13423, 6.62944, -12.44887], [-19.05641, 5.38442, -17.35346], [-19.37797, 4.53488, -17.65529], [-18.51712, 5.70720, -18.07541], [-17.79884, 7.18823, -15.31617], [-17.80780, 7.78185, -14.56533], [-16.97953, 7.38696, -15.76946], [-18.45972, -0.18014, -14.67488], [-17.56830, 0.09322, -14.89138], [-18.48024, -1.11513, -14.87886], [-19.84822, 6.86697, -13.64162], [-19.87133, 7.68068, -13.13805], [-19.61451, 6.19501, -13.00125], [-19.60851, 0.77779, -12.14714], [-18.84593, 0.96212, -11.59875], [-20.32094, 0.62918, -11.52537], [-21.15584, 2.70914, -13.65913], [-21.45575, 3.08608, -12.83196], [-21.65351, 3.17631, -14.33018]], "mulliken_spin": [0.000, -0.001, -0.001, 0.000, 0.000, 0.000, 0.000, 0.000, 0.000, 0.000, 0.000, -0.003, -0.001, 0.003, 0.002, -0.025, 0.099, 0.175, 0.750, -0.001, 0.000, 0.001, 0.000, 0.000, 0.000, 0.000, 0.000, -0.001, 0.001, 0.000, 0.000, 0.000, 0.000, 0.000, 0.000, 0.000, 0.000, 0.000, 0.000, 0.000, 0.000, 0.000, 0.000, 0.000]}

---

2.
{"formula": "C21H64N8O11", "method": "the ωB97M-V functional and the def2-TZVPD basis", "e_lumo_ev": -0.053, "elements": ["N", "C", "N", "O", "H", "H", "H", "H", "N", "C", "N", "O", "H", "H", "H", "H", "N", "C", "N", "O", "H", "H", "H", "H", "N", "C", "N", "O", "H", "H", "H", "H", "C", "C", "C", "O", "H", "H", "H", "H", "H", "H", "H", "H", "C", "C", "C", "O", "H", "H", "H", "H", "H", "H", "H", "H", "C", "C", "C", "O", "H", "H", "H", "H", "H", "H", "H", "H", "C", "C", "C", "O", "H", "H", "H", "H", "H", "H", "H", "H", "C", "C", "C", "O", "H", "H", "H", "H", "H", "H", "H", "H", "C", "O", "H", "H", "H", "H", "C", "O", "H", "H", "H", "H"], "positions_angstrom": [[-27.41037, 12.17223, 13.73508], [-26.86590, 11.03482, 13.39891], [-26.16873, 10.44927, 14.37794], [-26.93932, 10.57036, 12.14343], [-27.90795, 12.69918, 12.98635], [-27.15301, 12.64689, 14.61780], [-25.62476, 9.61962, 14.08257], [-26.39401, 10.54214, 15.40727], [-28.46699, 10.95888, 18.80508], [-28.39947, 12.24359, 18.73257], [-28.70154, 12.64657, 17.50593], [-27.77050, 13.02702, 19.65301], [-28.12889, 10.40184, 19.59825], [-28.93660, 10.40657, 18.11864], [-28.68433, 13.59149, 17.23926], [-28.83035, 11.96638, 16.69770], [-30.63051, 11.55930, 8.72421], [-29.82740, 10.62136, 9.14692], [-29.03404, 11.02697, 10.07482], [-29.91161, 9.34231, 8.70429], [-31.20076, 11.27045, 7.95518], [-30.42827, 12.55491, 8.89452], [-28.28409, 10.42183, 10.37178], [-28.98143, 11.90055, 10.59621], [-30.18088, 11.73991, 13.36382], [-30.97633, 12.67873, 13.79873], [-30.41126, 13.49842, 14.67424], [-32.27771, 12.81241, 13.35609], [-30.62290, 11.11238, 12.65483], [-29.11787, 11.75008, 13.53236], [-31.06988, 14.10798, 15.16238], [-29.42319, 13.72238, 14.80863], [-27.91758, 7.58228, 13.11859], [-29.37711, 7.34714, 12.72469], [-29.87982, 8.30648, 11.74392], [-29.71312, 6.19063, 12.35318], [-27.16483, 7.29555, 12.43551], [-27.70461, 7.15963, 14.10677], [-27.84500, 8.59092, 13.38762], [-29.89102, 7.52679, 13.61116], [-29.57485, 9.35981, 11.95736], [-30.97450, 8.35375, 11.56928], [-29.42800, 8.15977, 10.72499], [-30.65288, 6.07426, 12.46373], [-31.96139, 6.21099, 15.18776], [-32.77022, 6.76909, 13.95916], [-32.78646, 8.27565, 13.93287], [-32.37307, 6.33758, 12.90439], [-31.79598, 7.04183, 15.89154], [-31.04786, 5.80411, 14.81343], [-32.45156, 5.35489, 15.71330], [-33.83426, 6.52864, 14.08275], [-33.00562, 8.67925, 14.85595], [-33.64277, 8.49724, 13.22590], [-31.96875, 8.79983, 13.55658], [-32.90777, 5.54854, 12.66205], [-30.74239, 15.65632, 11.32603], [-31.00985, 14.53166, 10.31433], [-32.15713, 14.89942, 9.31883], [-30.03194, 14.27818, 9.55326], [-30.32172, 16.56495, 10.90302], [-30.06934, 15.31505, 12.11473], [-31.66214, 15.86054, 11.83433], [-31.38467, 13.65931, 10.91077], [-33.07292, 14.88661, 9.87135], [-32.34090, 14.13520, 8.56628], [-32.02496, 15.83813, 8.78916], [-29.84682, 15.00998, 8.99142], [-28.67970, 16.53451, 14.60404], [-27.94033, 15.70430, 15.57164], [-28.47662, 15.95840, 16.99438], [-27.77252, 14.48544, 15.27577], [-28.26341, 16.58377, 13.62872], [-28.62298, 17.60755, 14.94287], [-29.71192, 16.25982, 14.32043], [-26.93345, 16.00783, 15.62752], [-29.43211, 15.49374, 17.04009], [-28.69391, 17.00230, 17.16807], [-27.83515, 15.69841, 17.87813], [-26.92369, 14.22011, 15.64256], [-28.87335, 8.47478, 16.30048], [-29.80704, 9.55912, 15.85824], [-30.91503, 9.83535, 16.91361], [-29.21679, 10.62075, 15.69455], [-28.03153, 8.48600, 15.55199], [-29.29425, 7.42911, 16.19836], [-28.45922, 8.40855, 17.30222], [-30.19770, 9.29206, 14.90789], [-30.65192, 10.41210, 17.75370], [-31.32577, 8.83218, 17.23918], [-31.77045, 10.32597, 16.43167], [-29.63440, 11.11881, 14.98129], [-33.01883, 10.40758, 10.89188], [-31.76737, 10.95111, 11.29763], [-32.86474, 9.36669, 10.54738], [-33.41758, 11.03468, 10.09859], [-33.69766, 10.26268, 11.72125], [-31.30268, 11.14878, 10.49579], [-27.23102, 13.66220, 10.71055], [-28.40783, 13.51966, 11.48254], [-27.13864, 14.59229, 10.18564], [-27.26790, 12.93320, 9.85882], [-26.43919, 13.35466, 11.35990], [-29.14665, 13.88287, 10.95121]], "mulliken_charge": [0.062, 0.101, -0.241, -0.670, 0.473, -0.107, 0.349, 0.177, -0.274, 0.390, 0.057, -0.755, 0.221, 0.009, 0.079, 0.577, -0.338, 0.273, 0.459, -0.787, 0.205, 0.227, 0.299, -0.119, 3.761, -0.420, 0.602, -0.794, -1.463, -0.769, 0.367, -0.355, -1.368, 2.170, 0.003, -0.727, 0.491, 0.465, -0.335, -0.979, -0.831, 0.097, 0.441, 0.589, -0.883, 0.088, -0.741, -0.494, -0.070, 0.269, 0.427, 0.574, 0.433, 0.215, -0.117, 0.384, -0.978, 1.243, -1.831, -0.474, 0.324, -0.163, 0.511, -0.385, 0.441, 0.405, 0.435, 0.392, -1.563, 0.357, -1.674, -0.555, 0.360, 0.435, 0.288, 0.494, 0.379, 0.500, 0.363, 0.372, -0.963, 0.522, -1.499, -0.292, 0.034, 0.199, 0.426, -0.002, 0.450, 0.339, 0.321, -0.170, -1.007, -0.279, 0.287, 0.294, 0.276, 0.031, -1.216, -0.529, 0.378, 0.316, 0.402, 0.307]}

---

3.
{"formula": "C43H55Ge2IrNPS", "method": "the ωB97M-V functional and the def2-TZVPD basis", "spin_multiplicity": 5, "charge": 2, "e_lumo_ev": [-6.252, -7.991], "elements": ["Ir", "C", "C", "C", "P", "C", "C", "C", "C", "C", "C", "C", "C", "C", "C", "N", "C", "C", "C", "C", "C", "C", "C", "C", "C", "H", "H", "H", "H", "H", "H", "H", "H", "H", "H", "H", "H", "H", "H", "H", "H", "H", "H", "H", "H", "H", "H", "H", "H", "H", "H", "H", "H", "H", "H", "H", "C", "Ge", "C", "C", "Ge", "C", "C", "C", "C", "C", "C", "C", "C", "C", "C", "C", "C", "H", "H", "H", "H", "H", "H", "H", "H", "H", "H", "H", "H", "H", "H", "H", "H", "H", "H", "H", "S", "C", "C", "C", "C", "C", "C", "H", "H", "H", "H", "H"], "positions_angstrom": [[-0.23783, -0.41578, 0.03621], [-2.29383, -1.45028, 3.07612], [-0.78022, -1.56560, 3.24013], [-0.42677, -1.61193, 4.73026], [0.11512, -0.26778, 2.27445], [1.78213, -0.13752, 3.03144], [2.62506, 0.96412, 2.39896], [2.51548, -1.47472, 2.99543], [-0.66491, 1.35274, 2.57388], [-0.79033, 1.91981, 3.82211], [-1.31200, 3.21141, 4.00067], [-1.46031, 3.80491, 5.36208], [-1.68860, 3.94555, 2.85985], [-1.54713, 3.43016, 1.60204], [-1.03372, 2.11348, 1.41914], [-0.84159, 1.59572, 0.19874], [-0.76029, 2.47265, -0.93259], [-1.76921, 2.50788, -1.89435], [-2.99158, 1.64722, -1.77924], [-1.63328, 3.39277, -2.95670], [-0.53539, 4.23399, -3.08265], [-0.42395, 5.20182, -4.22448], [0.45327, 4.16878, -2.10521], [0.36672, 3.30124, -1.02841], [1.45800, 3.26318, 0.00488], [-2.77431, -2.25076, 3.63688], [-2.60802, -1.54063, 2.04177], [-2.66138, -0.50342, 3.47354], [-0.44267, -2.49577, 2.76644], [-0.78449, -0.72688, 5.25298], [0.63424, -1.73326, 4.92968], [-0.93952, -2.46523, 5.17321], [1.56396, 0.13340, 4.07071], [2.89399, 0.70715, 1.37393], [3.55162, 1.06946, 2.96292], [2.11963, 1.92990, 2.40543], [2.76343, -1.74092, 1.96955], [1.94957, -2.28835, 3.44750], [3.45493, -1.38146, 3.54089], [-0.46477, 1.37888, 4.69985], [-1.07428, 3.14807, 6.13692], [-2.51184, 4.00722, 5.57383], [-0.93747, 4.76017, 5.42219], [-2.09092, 4.94097, 2.98597], [-1.83158, 4.00418, 0.73170], [-3.39547, 1.66376, -0.76816], [-2.77319, 0.60763, -2.03134], [-3.76934, 1.99444, -2.45542], [-2.42043, 3.43430, -3.69775], [-1.05937, 4.90943, -5.05729], [0.60177, 5.27296, -4.58010], [-0.72918, 6.19982, -3.90816], [1.32160, 4.80973, -2.18695], [2.33600, 3.79720, -0.35048], [1.75599, 2.23890, 0.23678], [1.14534, 3.73229, 0.93982], [2.35588, -1.96670, -4.36457], [0.91936, -0.97445, -3.48072], [-0.86900, -1.54954, -4.00086], [1.14995, 0.93304, -3.78278], [1.54138, -1.67922, -1.16191], [3.33330, -1.09011, -0.76336], [4.31838, -1.96037, -0.29611], [5.60211, -1.49405, -0.05461], [5.90939, -0.15739, -0.27235], [4.93683, 0.71777, -0.74026], [3.65572, 0.25135, -0.98767], [1.24845, -3.56807, -0.82175], [1.47172, -4.12911, 0.43696], [1.24766, -5.47974, 0.65725], [0.79602, -6.28502, -0.37881], [0.56652, -5.73845, -1.63342], [0.78200, -4.38553, -1.85131], [2.29444, -1.76666, -5.43420], [2.28928, -3.04167, -4.20970], [3.32102, -1.61725, -4.00236], [-1.05693, -1.22954, -5.02516], [-1.62365, -1.09253, -3.36102], [-0.98060, -2.62994, -3.95301], [0.81588, 1.16517, -4.79394], [2.19793, 1.21298, -3.69980], [0.56621, 1.53133, -3.08605], [4.08937, -3.00592, -0.13384], [6.36542, -2.17361, 0.29576], [6.91073, 0.20145, -0.08486], [5.18296, 1.75505, -0.91916], [2.90214, 0.93682, -1.35742], [1.83099, -3.51497, 1.25082], [1.43092, -5.90652, 1.63350], [0.62574, -7.33792, -0.20949], [0.22312, -6.36585, -2.44370], [0.59301, -3.97830, -2.83720], [-1.81055, -1.94749, -0.61451], [-3.49612, -1.61899, -0.66814], [-4.10868, -0.58244, 0.05755], [-5.47575, -0.43565, 0.01171], [-6.24611, -1.30916, -0.75803], [-5.64897, -2.33930, -1.47867], [-4.28096, -2.50462, -1.43300], [-3.49612, 0.08531, 0.65087], [-5.95573, 0.35317, 0.57147], [-7.31881, -1.18714, -0.78855], [-6.25516, -3.01235, -2.06620], [-3.79938, -3.30490, -1.97693]], "mulliken_spin": [1.485, 0.009, 0.022, 0.005, 0.181, -0.044, 0.089, 0.008, -0.041, 0.035, 0.145, -0.001, -0.045, 0.127, 0.244, 0.453, -0.032, 0.005, 0.023, -0.006, 0.017, -0.002, -0.011, 0.020, -0.035, 0.000, -0.005, -0.002, 0.007, 0.001, 0.000, -0.002, 0.008, -0.013, 0.001, -0.006, 0.008, 0.005, 0.000, 0.005, -0.002, 0.020, 0.016, 0.004, 0.008, -0.007, -0.002, 0.002, 0.002, 0.000, 0.001, 0.002, 0.002, 0.000, 0.014, 0.006, 0.022, 0.038, 0.021, 0.004, -0.038, 0.028, 0.025, -0.005, 0.018, -0.005, 0.052, 0.036, 0.071, -0.006, 0.021, -0.005, 0.027, 0.005, -0.002, -0.002, 0.001, -0.009, 0.001, 0.000, 0.000, 0.001, 0.002, 0.000, 0.000, 0.000, -0.028, -0.010, 0.000, 0.001, 0.000, 0.000, 0.680, 0.084, 0.056, -0.030, 0.133, -0.037, 0.095, 0.029, 0.001, 0.003, 0.001, -0.002]}